No. 1
{"formula": "C3HN3O", "method": "the ωB97M-V functional and the def2-TZVPD basis", "total_energy_ha": -354.28709, "homo_lumo_gap_ev": 9.45, "smiles": "N#C/C=N\\N=C=O", "e_homo_ev": -10.51, "fmax_ev_per_a": 10.99, "total_charge": 0, "elements": ["O", "N", "N", "N", "C", "C", "C", "H"], "positions_angstrom": [[-2.621, -1.381, -1.786], [0.039, -0.794, 0.567], [-0.902, -0.567, -0.187], [1.412, 2.499, 0.065], [0.826, 0.079, 0.789], [-1.614, -1.185, -1.035], [1.107, 1.442, 0.352], [1.752, -0.094, 1.235]], "atomic_forces_ev_per_a": [[6.57, 0.79, 4.14], [1.33, -5.30, 2.22], [-8.02, -0.87, -7.47], [0.56, 1.37, -0.30], [5.58, 5.34, 0.92], [-4.70, 1.47, -0.82], [-2.33, -1.25, -0.49], [1.01, -1.55, 1.80]]}



No. 2
{"formula": "C37H48N5O5SScSi", "method": "the ωB97M-V functional and the def2-TZVPD basis", "total_energy_ha": -3537.41232, "homo_lumo_gap_ev": 8.81, "e_homo_ev": -8.57, "fmax_ev_per_a": 0.28, "total_charge": 0, "elements": ["Sc", "S", "Si", "O", "O", "O", "O", "O", "N", "N", "N", "N", "N", "C", "C", "C", "C", "C", "C", "C", "C", "C", "C", "C", "C", "C", "C", "C", "C", "C", "C", "C", "C", "C", "C", "C", "C", "C", "C", "C", "C", "C", "C", "C", "C", "C", "C", "C", "C", "C", "H", "H", "H", "H", "H", "H", "H", "H", "H", "H", "H", "H", "H", "H", "H", "H", "H", "H", "H", "H", "H", "H", "H", "H", "H", "H", "H", "H", "H", "H", "H", "H", "H", "H", "H", "H", "H", "H", "H", "H", "H", "H", "H", "H", "H", "H", "H", "H"], "positions_angstrom": [[0.618, 0.167, -0.947], [-1.560, 1.903, 0.253], [-1.068, -2.331, 1.030], [-0.369, -1.181, 0.134], [-2.701, 1.201, 0.780], [-0.338, -0.527, -2.644], [-0.323, 1.814, 1.050], [-1.849, -0.132, -4.245], [1.897, 2.351, -0.513], [1.557, 1.372, -3.095], [2.164, -0.397, 0.864], [-1.107, 1.498, -1.193], [2.224, -1.418, -1.788], [0.661, -5.745, -0.608], [-0.834, -1.301, 5.600], [0.880, -4.340, 1.768], [-2.798, 5.525, 1.463], [-5.485, -3.443, -0.056], [-2.827, -2.769, 0.547], [-4.632, -4.394, 0.484], [3.893, 1.349, 0.630], [-1.403, 0.044, -3.129], [1.718, -5.423, 1.523], [-1.268, -2.551, 5.178], [-5.021, -2.156, -0.286], [2.388, 0.560, -3.992], [3.262, 2.576, -0.010], [-0.986, -1.891, 2.858], [1.568, 3.288, -1.595], [-0.484, -0.344, 4.659], [2.951, -1.607, 0.550], [-3.709, -1.824, 0.019], [-3.190, 7.742, 0.327], [1.613, -6.124, 0.331], [-2.764, 6.300, 0.305], [-3.318, -4.059, 0.778], [-1.975, 4.367, -0.915], [-0.563, -0.638, 3.302], [-0.076, -3.933, 0.836], [2.400, -2.349, -0.657], [-1.341, -2.838, 3.824], [-2.350, 5.702, -0.881], [2.075, 2.729, -2.911], [-2.086, 1.034, -2.174], [-0.171, -4.665, -0.354], [3.476, -1.266, -2.555], [3.638, 0.069, -3.265], [-2.016, 3.616, 0.248], [-2.435, 4.190, 1.441], [2.967, 0.602, 1.586], [4.310, -1.396, -1.862], [-1.552, -3.300, 5.907], [-2.479, 3.590, 2.341], [4.216, 0.661, -0.156], [-2.322, 6.288, -1.793], [0.568, -6.293, -1.538], [-5.683, -1.406, -0.700], [-0.775, -1.074, 6.657], [-3.120, 5.975, 2.394], [1.245, 2.518, 0.251], [-2.501, 1.849, -2.772], [3.166, 2.686, -2.898], [2.449, -5.721, 2.265], [-0.161, 0.639, 4.980], [-2.508, 8.364, -0.255], [0.485, 3.385, -1.636], [3.979, -1.296, 0.354], [3.891, 2.900, -0.841], [2.987, -2.287, 1.406], [4.467, -0.028, -3.969], [-0.904, -4.376, -1.100], [3.076, -3.172, -0.916], [3.550, -2.084, -3.280], [-4.989, -5.400, 0.672], [-2.665, -4.820, 1.190], [2.262, -6.969, 0.137], [-1.684, -3.821, 3.513], [2.671, 1.135, -4.882], [-6.509, -3.704, -0.293], [-3.369, -0.808, -0.132], [3.550, 0.117, 2.377], [3.254, 3.404, 0.710], [4.797, 1.665, 1.155], [1.801, 3.391, -3.741], [0.973, -3.803, 2.707], [1.777, -0.278, -4.334], [1.514, -1.798, -2.411], [-1.659, 3.906, -1.842], [-0.331, 0.134, 2.581], [-2.923, 0.510, -1.704], [-3.222, 8.130, 1.344], [2.278, 1.293, 2.076], [1.384, -0.675, 1.455], [0.628, 1.424, -3.497], [1.990, 4.284, -1.414], [1.435, -2.777, -0.419], [-4.186, 7.856, -0.105], [3.940, 0.828, -2.538]], "atomic_forces_ev_per_a": [[0.25, 0.10, 0.09], [-0.06, -0.08, 0.05], [-0.03, -0.04, -0.09], [0.05, 0.07, 0.05], [-0.02, 0.03, -0.03], [-0.06, -0.06, -0.05], [-0.02, -0.03, -0.04], [-0.01, -0.02, 0.00], [0.02, 0.03, 0.06], [-0.06, 0.02, 0.04], [0.00, -0.04, 0.01], [-0.05, -0.02, -0.05], [-0.08, -0.04, 0.01], [0.00, 0.01, 0.00], [0.01, 0.00, 0.00], [-0.02, 0.00, 0.03], [0.00, 0.00, -0.01], [0.00, 0.01, 0.01], [-0.03, 0.02, 0.02], [0.02, -0.01, 0.01], [-0.01, 0.00, 0.01], [0.01, -0.01, 0.01], [0.00, -0.01, -0.02], [0.00, -0.01, 0.00], [-0.01, 0.01, -0.01], [0.01, -0.02, 0.00], [-0.01, 0.00, -0.01], [0.01, -0.01, 0.00], [-0.01, -0.02, 0.00], [0.00, 0.00, 0.00], [-0.01, 0.00, -0.02], [0.04, -0.02, 0.00], [0.00, 0.00, 0.00], [0.00, 0.00, 0.01], [0.00, 0.00, 0.00], [-0.01, 0.05, -0.01], [-0.01, 0.01, 0.00], [-0.03, -0.02, 0.03], [-0.01, -0.04, 0.04], [0.06, 0.05, 0.01], [-0.03, -0.01, -0.01], [0.00, 0.00, -0.01], [0.00, -0.01, -0.01], [-0.02, -0.01, -0.01], [-0.06, -0.03, 0.01], [-0.01, 0.01, -0.01], [-0.01, 0.00, 0.00], [0.04, 0.03, 0.00], [-0.01, -0.01, 0.00], [0.01, 0.00, 0.00], [0.00, 0.00, 0.00], [0.00, 0.00, 0.00], [0.00, 0.00, -0.01], [0.01, 0.00, 0.00], [0.00, 0.00, 0.00], [0.00, 0.00, 0.00], [0.00, 0.00, 0.00], [0.00, 0.00, 0.00], [0.00, 0.00, 0.00], [0.00, 0.00, 0.00], [0.00, 0.00, -0.01], [0.00, 0.00, 0.00], [0.00, 0.00, 0.00], [0.00, 0.00, 0.00], [0.00, 0.00, 0.00], [0.03, 0.00, 0.01], [0.00, 0.01, 0.00], [0.00, 0.00, 0.00], [0.01, 0.00, 0.00], [0.00, 0.00, 0.00], [-0.01, 0.00, 0.00], [-0.02, -0.02, 0.00], [0.00, 0.00, 0.00], [0.00, 0.00, 0.00], [0.03, -0.03, -0.01], [0.00, 0.00, 0.00], [0.00, 0.01, 0.01], [0.00, 0.00, 0.00], [0.00, 0.00, 0.00], [0.01, 0.00, 0.01], [0.00, 0.00, 0.00], [0.00, 0.00, 0.00], [0.00, 0.00, 0.00], [0.00, 0.00, 0.00], [0.01, -0.01, -0.02], [0.00, 0.00, 0.00], [0.00, 0.00, 0.01], [-0.01, 0.00, 0.00], [0.01, 0.06, -0.05], [0.01, 0.03, -0.01], [0.00, 0.00, 0.00], [0.00, 0.00, 0.00], [0.01, 0.00, -0.02], [0.00, 0.01, 0.00], [0.00, 0.00, -0.01], [0.06, 0.05, -0.04], [0.00, 0.00, 0.00], [0.00, 0.00, 0.00]]}